This record from the OMol25 dataset describes C23H20FMnN4O11Si as an isolated structure. The level of theory is ωB97M-V/def2-TZVPD.

Values from the calculation:
Charge: -1
LUMO energy (alpha / beta) (eV): 2.17 / 2.14
2S+1: 6
Relative energy (zero: lowest compared OMol25 entry of this formula, charge and spin) (eV): 1.229
⟨S²⟩: 8.817
Kohn-Sham gap (alpha / beta) (Eh): 0.2139 / 0.2747
HOMO level (alpha / beta) (Ha): -0.13418 / -0.19603

Atoms and positions in Å:
Mn -0.199 -0.087 0.003
O 0.584 -3.234 3.235
C 0.358 -2.189 2.402
O -0.400 -2.292 1.454
C 1.058 -0.967 2.728
C 1.868 -0.844 3.832
C 2.445 0.381 4.151
C 2.102 1.489 3.339
C 1.306 1.318 2.255
N 0.820 0.098 1.861
C 0.822 2.413 1.393
O 1.176 3.684 1.645
O 0.099 2.181 0.454
H 0.047 -3.955 2.868
H 2.029 -1.713 4.455
H 3.083 0.497 5.014
H 2.480 2.470 3.610
H 1.717 3.713 2.447
C 2.340 -2.502 -0.565
Si 2.791 -0.751 -1.010
C 3.943 -0.075 0.286
C 3.706 -0.812 -2.645
N 1.364 0.234 -1.109
C 1.238 1.298 -1.993
C 2.327 1.956 -2.588
C 2.168 2.989 -3.502
C 0.904 3.442 -3.852
C -0.200 2.846 -3.250
C -0.005 1.825 -2.356
F -1.111 1.298 -1.748
H 2.937 -2.864 0.278
H 2.524 -3.153 -1.422
H 1.286 -2.611 -0.313
H 4.888 -0.629 0.298
H 3.487 -0.155 1.277
H 4.167 0.981 0.102
H 4.140 -1.810 -2.759
H 4.515 -0.080 -2.717
H 3.024 -0.643 -3.484
H 3.327 1.648 -2.309
H 3.049 3.451 -3.932
H 0.773 4.247 -4.563
H -1.213 3.167 -3.456
O -2.148 -2.977 -2.012
C -1.971 -1.984 -1.333
O -0.811 -1.400 -1.235
C -3.160 -1.389 -0.605
C -4.404 -1.832 -0.991
C -5.545 -1.328 -0.385
C -5.466 -0.398 0.622
C -4.224 0.030 1.032
C -3.029 -0.426 0.424
O -1.882 0.026 0.802
N -4.214 1.002 2.148
O -5.258 1.595 2.381
O -3.193 1.147 2.778
N -6.871 -1.793 -0.812
O -6.923 -2.606 -1.714
O -7.847 -1.341 -0.240
H -4.468 -2.580 -1.769
H -6.353 -0.009 1.096

***

This record from the OMol25 dataset describes one molecule with the formula C23H20N2O2. The level of theory is ωB97M-V/def2-TZVPD.

Values from the calculation:
LUMO energy (eV): -1.12
Structure (SMILES): Cc1ccc([C@@H](c2ccccc2)[C@@](C)(C#N)c2ccc([N+](=O)[O-])cc2)cc1
Relative energy (zero: lowest compared OMol25 entry of this formula, charge and spin) (eV): 0.000
Kohn-Sham gap (Eh): 0.2887
HOMO level (Ha): -0.32984

Atoms and positions in Å:
C -4.318 -2.064 1.765
C -2.939 -1.569 1.536
C -2.708 -0.246 1.156
C -1.440 0.203 0.895
C -0.328 -0.652 0.989
C 1.034 0.002 0.553
C 2.271 -0.865 1.015
C 3.296 -0.149 1.636
C 4.497 -0.780 1.960
C 4.641 -2.160 1.801
C 3.586 -2.920 1.281
C 2.403 -2.259 0.867
C 1.123 0.362 -0.928
C 2.466 0.996 -1.422
C 0.924 -0.955 -1.456
N 0.673 -2.099 -1.539
C -0.001 1.328 -1.540
C 0.108 2.755 -1.480
C -0.957 3.592 -1.842
C -2.133 3.059 -2.365
N -3.211 3.927 -2.626
O -4.264 3.480 -3.128
O -3.061 5.144 -2.342
C -2.210 1.672 -2.584
C -1.128 0.843 -2.213
C -0.554 -1.944 1.522
C -1.842 -2.395 1.775
H -4.348 -3.146 1.817
H -4.728 -1.693 2.701
H -5.000 -1.771 0.973
H -3.557 0.442 1.037
H -1.266 1.241 0.586
H 1.115 0.990 0.966
H 3.159 0.908 1.806
H 5.317 -0.175 2.291
H 5.570 -2.652 2.070
H 3.668 -3.998 1.130
H 1.636 -2.869 0.384
H 2.546 2.076 -1.299
H 3.277 0.584 -0.851
H 2.638 0.849 -2.488
H 1.012 3.246 -1.117
H -0.902 4.659 -1.690
H -3.110 1.271 -3.026
H -1.235 -0.232 -2.441
H 0.267 -2.623 1.719
H -1.991 -3.412 2.145

***

This record from the OMol25 dataset describes one molecule with the formula C23H20N2O3S. The level of theory is ωB97M-V/def2-TZVPD.

Values from the calculation:
LUMO energy (eV): 0.11
Structure (SMILES): COc1cccc(OCCNC(=O)c2ccccc2Sc2ccccc2C#N)c1
Relative energy (zero: lowest compared OMol25 entry of this formula, charge and spin) (eV): 0.832
Kohn-Sham gap (Eh): 0.3011
HOMO level (Ha): -0.29720

Atoms and positions in Å:
C -1.587 -3.159 1.194
O -1.448 -1.890 0.607
C -2.575 -1.139 0.430
C -3.864 -1.567 0.716
C -4.931 -0.717 0.464
C -4.732 0.536 -0.070
C -3.435 0.972 -0.355
O -3.349 2.218 -0.906
C -2.081 2.775 -1.159
C -1.422 3.329 0.120
N 0.011 3.169 0.094
C 0.653 2.417 1.021
O 0.127 2.000 2.032
C 2.070 2.114 0.666
C 2.924 3.062 0.117
C 4.209 2.713 -0.257
C 4.644 1.406 -0.102
C 3.808 0.455 0.452
C 2.524 0.808 0.844
S 1.474 -0.410 1.606
C 1.670 -1.708 0.415
C 1.939 -3.000 0.847
C 2.058 -4.034 -0.064
C 1.909 -3.793 -1.423
C 1.623 -2.518 -1.868
C 1.490 -1.470 -0.956
C 1.129 -0.194 -1.433
N 0.805 0.830 -1.839
C -2.362 0.137 -0.093
H -2.022 -3.092 2.196
H -0.579 -3.565 1.265
H -2.199 -3.824 0.574
H -4.054 -2.543 1.130
H -5.933 -1.049 0.688
H -5.556 1.198 -0.278
H -1.416 2.041 -1.631
H -2.270 3.581 -1.874
H -1.679 4.385 0.253
H -1.784 2.773 0.990
H 0.478 3.350 -0.782
H 2.583 4.080 -0.001
H 4.871 3.457 -0.674
H 5.643 1.127 -0.402
H 4.147 -0.562 0.584
H 2.062 -3.178 1.904
H 2.274 -5.033 0.286
H 2.010 -4.600 -2.132
H 1.487 -2.317 -2.921
H -1.341 0.427 -0.274

***

This record from the OMol25 dataset describes one molecule with the formula C23H20N2O4. The level of theory is ωB97M-V/def2-TZVPD.

Values from the calculation:
LUMO energy (eV): -0.55
Structure (SMILES): CCc1nc2ccccc2c(C(=O)OCCN2C(=O)c3ccccc3C2=O)c1C
Relative energy (zero: lowest compared OMol25 entry of this formula, charge and spin) (eV): 0.084
Kohn-Sham gap (Eh): 0.2988
HOMO level (Ha): -0.31909

Atoms and positions in Å:
C -2.576 -3.488 -3.995
C -3.482 -2.774 -2.990
C -2.677 -2.009 -1.977
N -2.563 -2.597 -0.817
C -1.847 -2.028 0.168
C -1.759 -2.695 1.407
C -1.044 -2.146 2.434
C -0.400 -0.910 2.268
C -0.471 -0.242 1.077
C -1.181 -0.786 -0.010
C -1.303 -0.169 -1.281
C -0.580 1.110 -1.557
O -1.084 2.140 -1.922
O 0.743 0.951 -1.396
C 1.575 2.053 -1.741
C 1.611 3.131 -0.654
N 2.011 2.588 0.624
C 3.180 1.872 0.844
O 4.040 1.677 0.023
C 3.118 1.446 2.264
C 3.991 0.685 3.013
C 3.655 0.438 4.341
C 2.487 0.941 4.892
C 1.608 1.712 4.136
C 1.941 1.953 2.819
C 1.222 2.708 1.766
O 0.188 3.321 1.825
C -2.062 -0.759 -2.274
C -2.191 -0.124 -3.625
H -3.176 -4.074 -4.686
H -1.986 -2.777 -4.567
H -1.897 -4.157 -3.471
H -4.062 -3.519 -2.444
H -4.174 -2.114 -3.514
H -2.275 -3.636 1.510
H -0.974 -2.655 3.384
H 0.152 -0.483 3.094
H 0.009 0.716 0.966
H 1.213 2.507 -2.669
H 2.568 1.625 -1.884
H 0.617 3.567 -0.514
H 2.313 3.910 -0.966
H 4.898 0.296 2.578
H 4.316 -0.157 4.952
H 2.254 0.731 5.925
H 0.696 2.106 4.556
H -3.101 -0.437 -4.126
H -2.200 0.958 -3.535
H -1.343 -0.404 -4.252

***

This record from the OMol25 dataset describes one molecule with the formula C23H20N4O2. The level of theory is ωB97M-V/def2-TZVPD.

Values from the calculation:
LUMO energy (eV): -0.79
Structure (SMILES): CNCCc1cn(C2=C(c3c[nH]c4ccccc34)C(=O)NC2=O)c2ccccc12
Relative energy (zero: lowest compared OMol25 entry of this formula, charge and spin) (eV): 1.431
Kohn-Sham gap (Eh): 0.2540
HOMO level (Ha): -0.28308

Atoms and positions in Å:
C -4.704 -0.727 0.966
N -3.684 0.338 0.760
C -3.068 0.415 -0.567
C -2.133 1.627 -0.654
C -0.783 1.231 -0.073
C -0.485 0.358 0.923
N 0.871 0.302 1.099
C 1.529 -0.374 2.155
C 1.263 -1.644 2.640
C 0.258 -2.580 2.123
C -0.502 -3.356 2.963
N -1.246 -4.235 2.174
C -0.991 -3.961 0.850
C -1.597 -4.503 -0.268
C -1.148 -4.119 -1.507
C -0.148 -3.174 -1.621
C 0.400 -2.521 -0.519
C -0.032 -2.923 0.727
C 2.128 -1.811 3.791
O 2.155 -2.660 4.658
N 3.017 -0.785 3.873
C 2.643 0.138 2.961
O 3.105 1.265 3.050
C 1.486 1.087 0.124
C 2.814 1.292 -0.139
C 3.180 2.125 -1.193
C 2.192 2.689 -2.020
C 0.845 2.492 -1.716
C 0.484 1.677 -0.640
H -5.497 -0.629 0.239
H -5.083 -0.650 1.983
H -4.324 -1.759 0.811
H -4.038 1.245 1.033
H -3.799 0.513 -1.332
H -2.499 -0.504 -0.748
H -2.056 1.901 -1.702
H -2.572 2.483 -0.149
H -1.214 -0.262 1.429
H -0.451 -3.267 4.029
H -1.923 -4.914 2.526
H -2.410 -5.212 -0.099
H -1.514 -4.535 -2.423
H 0.195 -2.853 -2.587
H 1.170 -1.694 -0.598
H 3.509 -0.547 4.724
H 3.587 0.738 0.422
H 4.210 2.310 -1.363
H 2.545 3.286 -2.867
H 0.058 2.853 -2.381

***

This record from the OMol25 dataset describes a 2-piece molecular cluster, C23H20N8O6 overall. The level of theory is ωB97M-V/def2-TZVPD.

Values from the calculation:
LUMO energy (eV): -2.70
Kohn-Sham gap (Eh): 0.2313
HOMO level (Ha): -0.33051

Atoms and positions in Å:
N -1.323 -0.052 0.021
N -0.239 0.272 0.219
N 0.946 0.382 0.568
C 1.645 1.576 0.115
C 3.082 1.143 -0.181
C 3.941 1.958 -0.926
C 5.278 1.574 -1.095
C 5.758 0.401 -0.502
C 4.887 -0.414 0.230
C 3.544 -0.047 0.369
C 0.967 2.154 -1.109
C 0.756 1.243 -2.142
C 0.116 1.654 -3.314
C -0.312 2.983 -3.443
C -0.064 3.894 -2.416
C 0.634 3.501 -1.265
C 1.657 2.510 1.325
C 2.294 1.841 2.574
C 1.614 2.548 3.742
C 0.293 3.097 3.179
N 0.348 2.867 1.761
H 3.564 2.886 -1.369
H 5.940 2.197 -1.695
H 6.810 0.126 -0.596
H 5.223 -1.337 0.702
H 2.845 -0.687 0.915
H 1.155 0.225 -2.062
H -0.057 0.920 -4.103
H -0.840 3.309 -4.342
H -0.425 4.921 -2.489
H 0.906 4.242 -0.508
H 2.241 3.417 1.057
H 2.005 0.778 2.555
H 3.385 1.916 2.542
H 1.440 1.892 4.596
H 2.235 3.392 4.068
H -0.573 2.564 3.592
H 0.159 4.155 3.460
H -0.207 3.456 1.152
O -2.632 7.696 -1.163
N -2.828 6.479 -1.316
O -3.019 5.960 -2.443
C -2.824 5.560 -0.186
C -3.072 4.212 -0.456
C -2.943 3.243 0.564
N -3.518 1.934 0.386
O -3.987 1.629 -0.733
O -3.552 1.172 1.381
C -2.444 3.570 1.845
C -2.298 4.923 2.124
N -2.164 5.568 3.364
O -1.962 5.164 4.500
O -2.294 6.940 3.104
N -2.521 7.179 1.760
C -2.510 5.948 1.180
H -3.400 3.896 -1.442
H -2.395 2.834 2.642

***

This record from the OMol25 dataset describes an isolated ion of composition C23H20NO and charge +1. The level of theory is ωB97M-V/def2-TZVPD.

Values from the calculation:
Charge: +1
LUMO energy (eV): -4.58
Structure (SMILES): C[N+](C)=C1C=CC(=C2C=C(c3ccccc3)Oc3ccccc32)C=C1
Relative energy (zero: lowest compared OMol25 entry of this formula, charge and spin) (eV): 3.078
Kohn-Sham gap (Eh): 0.2298
HOMO level (Ha): -0.39814

Atoms and positions in Å:
C 5.319 0.349 -0.464
N 4.573 -0.592 -1.265
C 5.272 -1.541 -2.035
C 3.226 -0.444 -1.211
C 2.284 -1.330 -2.024
C 0.863 -1.477 -1.850
C 0.242 -0.514 -0.906
C -1.175 -0.344 -0.795
C -1.907 0.058 0.414
C -3.191 -0.350 0.621
C -3.767 -0.262 1.945
C -4.730 -1.249 2.330
C -5.457 -1.208 3.520
C -5.269 -0.069 4.393
C -4.329 0.885 4.043
C -3.566 0.816 2.812
O -3.922 -1.141 -0.241
C -3.447 -1.218 -1.469
C -4.389 -1.407 -2.601
C -3.941 -1.447 -3.928
C -2.713 -0.888 -4.150
C -1.825 -0.527 -3.182
C -2.183 -0.791 -1.825
C 1.057 0.306 0.018
C 2.495 0.302 -0.188
H 5.040 0.325 0.511
H 6.386 0.259 -0.630
H 5.125 1.375 -0.787
H 6.101 -1.822 -1.374
H 4.800 -2.511 -2.199
H 5.683 -1.112 -2.934
H 2.762 -2.029 -2.724
H 0.246 -2.397 -2.131
H -1.517 0.498 1.387
H -4.894 -2.181 1.813
H -6.220 -1.812 3.898
H -5.660 -0.044 5.472
H -4.257 1.672 4.776
H -2.975 1.726 2.570
H -5.384 -1.746 -2.354
H -4.512 -1.713 -4.774
H -2.578 -0.809 -5.214
H -0.943 0.107 -3.416
H 0.519 0.994 0.735
H 2.959 1.025 0.446

***

This record from the OMol25 dataset describes one molecule with the formula C23H21BF7N5O3S. The level of theory is ωB97M-V/def2-TZVPD.

Values from the calculation:
LUMO energy (eV): -0.31
Structure (SMILES): C#CCc1c(N)c(CCF)c2c(c1B(O)N(C)C)Sc1c(C(=O)NC(=O)F)c(C(F)(F)C(F)F)cc(N)c1N2F
Kohn-Sham gap (Eh): 0.2922
HOMO level (Ha): -0.30367

Atoms and positions in Å:
C 6.172 -1.880 -0.890
C 5.228 -1.306 -1.350
C 4.070 -0.638 -1.941
C 2.779 -0.890 -1.192
C 2.301 -2.208 -1.092
N 3.009 -3.288 -1.663
C 1.123 -2.470 -0.402
C 0.635 -3.886 -0.237
C -0.328 -4.336 -1.340
F -1.560 -4.678 -0.783
C 0.403 -1.407 0.148
C 0.880 -0.116 0.031
C 2.076 0.161 -0.625
B 2.635 1.659 -0.707
O 2.332 2.450 -1.793
N 3.464 2.235 0.327
C 4.877 2.397 -0.072
C 3.368 1.573 1.633
S -0.022 1.236 0.724
C -1.655 0.589 0.679
C -2.729 1.471 0.617
C -2.441 2.940 0.501
O -2.110 3.437 -0.541
N -2.536 3.702 1.692
C -2.240 5.069 1.476
O -3.016 5.960 1.458
F -0.934 5.249 1.349
C -4.022 0.963 0.658
C -5.223 1.879 0.661
F -5.497 2.205 1.966
F -4.968 3.036 0.010
C -6.508 1.250 0.040
F -7.237 0.661 1.016
F -7.256 2.227 -0.516
C -4.222 -0.403 0.714
C -3.158 -1.292 0.753
N -3.402 -2.658 0.783
C -1.852 -0.783 0.737
N -0.803 -1.728 0.821
F -0.486 -1.870 2.242
H 6.928 -2.492 -0.466
H 4.284 0.424 -2.035
H 3.959 -1.010 -2.965
H 2.372 -3.983 -2.029
H 3.591 -3.007 -2.441
H 1.496 -4.547 -0.172
H 0.090 -3.975 0.697
H -0.511 -3.533 -2.054
H 0.027 -5.226 -1.860
H 2.389 1.980 -2.631
H 5.065 2.118 -1.107
H 5.192 3.430 0.067
H 5.516 1.770 0.548
H 4.040 2.079 2.327
H 2.374 1.677 2.056
H 3.672 0.521 1.612
H -3.469 3.658 2.095
H -6.265 0.515 -0.726
H -5.217 -0.827 0.726
H -2.568 -3.188 1.005
H -4.115 -2.898 1.459

***

This record from the OMol25 dataset describes C23H21ClF5GeMnN2O7 as an isolated structure. The level of theory is ωB97M-V/def2-TZVPD.

Values from the calculation:
Charge: -1
LUMO energy (alpha / beta) (eV): 1.30 / 0.41
2S+1: 6
⟨S²⟩: 8.848
Kohn-Sham gap (alpha / beta) (Eh): 0.2488 / 0.2370
HOMO level (alpha / beta) (Ha): -0.20109 / -0.22193

Atoms and positions in Å:
Mn -1.088 1.900 0.391
N -2.870 0.076 0.116
C -3.363 -0.101 1.473
C -2.228 0.114 2.488
O -2.203 -0.493 3.547
N -1.324 1.038 2.093
C -0.260 1.288 3.054
C 1.017 1.715 2.277
O 2.099 1.758 2.827
O 0.759 1.992 1.060
H -3.547 0.506 -0.505
H -2.568 -0.810 -0.279
H -3.801 -1.089 1.651
H -4.114 0.663 1.690
H -0.077 0.401 3.674
H -0.537 2.120 3.713
O -1.749 3.805 -3.016
Cl -1.238 2.590 -2.529
O -0.454 1.952 -3.517
O -2.288 1.716 -2.100
O -0.415 2.810 -1.357
F -2.389 4.208 -0.207
C -2.795 3.150 0.598
F -4.085 2.870 0.159
C -2.973 3.783 1.980
F -1.765 4.061 2.510
F -3.675 4.926 2.007
F -3.586 2.950 2.838
C -1.084 -1.040 -3.011
Ge -0.049 -0.386 -1.382
C 1.744 0.142 -2.149
C 2.340 1.351 -1.827
C 3.521 1.737 -2.437
C 4.124 0.907 -3.364
C 3.543 -0.309 -3.679
C 2.354 -0.686 -3.081
C 0.276 -2.172 -0.420
C -0.452 -3.270 -0.807
C -0.290 -4.518 -0.193
C 0.582 -4.663 0.849
C 1.329 -3.561 1.311
C 2.210 -3.668 2.407
C 2.895 -2.578 2.865
C 2.749 -1.334 2.231
C 1.919 -1.210 1.153
C 1.175 -2.302 0.668
H -0.532 -1.836 -3.505
H -1.194 -0.209 -3.697
H -2.076 -1.402 -2.754
H 1.871 2.001 -1.103
H 3.967 2.690 -2.187
H 5.048 1.205 -3.841
H 4.017 -0.966 -4.396
H 1.901 -1.634 -3.334
H -1.158 -3.188 -1.620
H -0.867 -5.360 -0.550
H 0.697 -5.615 1.347
H 2.326 -4.634 2.880
H 3.552 -2.664 3.721
H 3.273 -0.469 2.610
H 1.806 -0.256 0.656

***

Result set for F_max: 0.0138 0.0847 0.0236 0.0146 0.0840 0.0619 0.1014 0.0284 0.0543 hartree/bohr, one per record in the order listed.